Run one
# H23O12

12 unconnected molecules or ions with the total composition H23O12 (wB97M-V/def2-TZVPD, OMol25).

Each line ends with the natural charge from an NBO analysis.
CARTESIAN COORDINATES (ANGSTROEM)
O -0.3287 -0.0844 0.6380  -1.24
H -0.0508 0.0366 -0.2737  0.47
O 0.2267 2.3441 -1.5432  -0.96
H -0.2425 3.0658 -2.0145  0.47
H -0.4088 1.6312 -1.7498  0.50
O 1.2322 1.1230 2.4122  -1.00
H 0.6186 0.8263 1.7051  0.49
H 0.7777 1.9110 2.7090  0.47
O -1.4257 0.2015 -2.4378  -0.94
H -1.6178 -0.7060 -2.5667  0.49
H -0.8357 0.3103 -3.1823  0.47
O -1.1632 2.3063 0.9945  -1.01
H -0.7407 2.8139 0.2701  0.48
H -0.7385 1.4310 1.0512  0.48
O -1.8047 -0.8666 2.6460  -0.97
H -1.5142 -0.4101 1.8405  0.49
H -1.4780 -0.2752 3.3018  0.46
O 2.1831 0.8078 -2.5092  -0.99
H 1.6566 1.5097 -2.1476  0.48
H 1.7637 -0.0266 -2.1980  0.48
O 1.1931 -2.0252 -1.7806  -0.97
H 1.8353 -2.4278 -1.2090  0.48
H 0.4389 -1.8212 -1.1819  0.49
O 1.5919 -1.7295 1.3208  -1.00
H 0.8879 -1.0831 1.0809  0.51
H 1.5935 -1.7661 2.2724  0.48
O 2.9576 0.1621 0.2844  -0.99
H 2.5431 -0.6258 0.6224  0.47
H 2.7632 0.7905 0.9512  0.47
O -1.2567 -2.4581 -0.3387  -1.00
H -1.2470 -3.0141 0.4578  0.48
H -1.0735 -1.5537 -0.0447  0.50
O -3.0039 0.1478 0.0674  -0.98
H -2.0447 0.2391 0.2420  0.49
H -3.2880 -0.7843 0.3101  0.46

Values from the calculation:
Orbital gap: 9.6132 eV
LUMO: 2.94 eV
Charge: -1

Run two
# H23O12

12 unconnected molecules or ions with the total composition H23O12 (wB97M-V/def2-TZVPD, OMol25).

Each line ends with the natural charge from an NBO analysis.
CARTESIAN COORDINATES (ANGSTROEM)
O -0.6754 0.4866 0.0461  -1.02
H 1.4458 -1.3439 0.9424  0.51
H -0.3301 -1.4764 -1.3543  0.49
O -0.9061 1.8536 3.1987  -0.98
H -0.0294 1.5523 3.4685  0.49
H -1.1823 1.2032 2.5447  0.48
O 1.3235 -4.0685 -2.0527  -0.96
H 0.7069 -3.6530 -1.4719  0.48
O -1.0944 -1.6363 -1.9378  -0.97
H -2.7060 2.9393 -2.2192  0.47
H -0.5939 -1.7428 -2.7576  0.47
O 0.9094 -1.6199 1.8313  -1.09
H -2.9173 0.8598 -0.5305  0.48
H 1.0323 3.2486 -1.5301  0.49
O 4.6839 -1.2146 -1.1727  -0.97
H -3.4368 -1.3471 2.2943  0.48
H 2.2149 -3.7852 -1.8522  0.48
O -2.5600 2.4246 -3.0179  -0.94
H -2.6553 1.4965 -2.7830  0.48
H 4.4018 -0.3918 -1.5866  0.47
O 1.7207 0.2085 3.5127  -1.01
H 2.5959 -0.1418 3.3607  0.48
H 1.0158 -0.4139 3.2456  0.51
O -3.7253 1.1644 -0.1221  -0.96
H -3.5348 1.9976 0.3009  0.48
H 1.6223 4.6637 -1.0558  0.47
O -2.8924 -1.1710 1.5273  -0.97
H -1.3569 -0.1727 -0.0860  0.45
H 1.9003 0.3511 0.1512  0.44
O 1.7576 -0.5350 -0.2006  -1.22
H -3.3672 -0.9536 0.7242  0.49
H 4.1126 -1.2372 -0.4012  0.49
O 1.5100 4.0447 -1.7776  -0.96
H 0.2039 0.0270 -0.1202  0.50
H -0.0411 -1.6496 1.7434  0.46

Values from the calculation:
Orbital gap: 8.4363 eV
LUMO: 2.67 eV
Charge: -1

Most stable structure, least stable structure: run one, run two.

Run one
# H23O12

12 unconnected molecules or ions with the total composition H23O12 (wB97M-V/def2-TZVPD, OMol25).

Each line ends with the natural charge from an NBO analysis.
CARTESIAN COORDINATES (ANGSTROEM)
O -13.0220 7.3500 4.4360  -1.27
H -12.4030 6.6050 4.5650  0.47
O -12.9260 6.7200 6.9840  -0.99
H -13.0720 7.0700 6.0930  0.49
H -12.9950 7.4840 7.5260  0.47
O -11.6630 3.9820 4.5980  -1.00
H -11.1440 4.1850 5.3990  0.49
H -11.1450 4.3500 3.8780  0.50
O -13.5700 9.7350 2.9460  -0.96
H -14.5070 9.8990 3.0200  0.47
H -13.4810 8.8910 3.3850  0.48
O -10.5100 5.0920 2.2460  -0.99
H -9.6630 5.0560 1.7890  0.47
H -10.8050 6.0130 2.2330  0.50
O -9.3930 6.6350 5.2040  -0.97
H -10.1200 6.9810 4.6810  0.50
H -8.8560 7.3990 5.4590  0.47
O -11.1360 9.2590 5.7390  -0.98
H -11.7850 8.6030 5.4890  0.50
H -10.6960 9.1290 6.5420  0.46
O -11.0880 7.6240 2.7690  -0.99
H -11.9350 7.5880 3.1760  0.51
H -11.0380 8.4290 2.3190  0.48
O -14.1020 4.9220 4.4060  -1.00
H -13.2970 4.4230 4.6610  0.49
H -13.7620 5.8100 4.4190  0.46
O -14.6090 9.0960 5.7250  -0.97
H -14.0010 8.4940 5.2490  0.49
H -15.4100 8.5440 5.8080  0.45
O -15.1790 7.3410 2.8500  -0.97
H -15.8710 7.3850 3.4790  0.45
H -14.4020 7.2860 3.4440  0.49
O -10.7580 4.7230 7.0410  -0.95
H -10.0250 5.3750 7.0330  0.48
H -11.4010 5.3710 6.9360  0.49

Values from the calculation:
Orbital gap: 9.3342 eV
LUMO: 2.83 eV
Charge: -1

Run two
# H23O12

A molecular structure, H23O12 (wB97M-V/def2-TZVPD, OMol25).

Each line ends with the natural charge from an NBO analysis.
CARTESIAN COORDINATES (ANGSTROEM)
O -2.4758 0.1494 3.5619  -0.95
H -2.7925 -0.2120 2.7293  0.48
H 1.8306 0.6527 0.5293  0.49
O -2.6069 1.2295 0.2886  -0.94
H -2.5522 0.8286 1.1590  0.46
H -3.0619 0.5622 -0.2357  0.47
O -0.9606 -1.1351 -3.2310  -1.02
H -1.5649 -0.3894 -3.2744  0.46
O 2.2655 0.8115 -0.3393  -1.00
H 2.6454 0.9097 -4.1358  0.47
H 1.5130 0.6033 -0.9235  0.49
O 0.9726 -3.1418 0.2414  -0.97
H 0.3235 -2.4033 0.2838  0.49
H 0.9860 -1.8800 -3.8279  0.49
O -0.0631 -2.8241 3.8760  -0.96
H -0.2062 -2.0348 4.4076  0.46
H -0.6630 -1.0179 -2.2789  0.52
O 2.9539 1.6900 -3.6842  -0.97
H 2.9965 1.5829 -2.7305  0.50
H -0.6265 -2.6051 3.1148  0.50
O 1.5984 1.8236 1.8872  -0.94
H 0.7622 1.7445 2.3598  0.46
H 1.3323 2.2255 1.0500  0.49
O -0.6096 4.1452 0.6767  -0.95
H 0.2702 4.3115 0.3389  0.48
H -0.7706 4.5146 1.5421  0.47
O -0.5509 -0.1259 -0.8371  -1.17
H -1.5888 0.4801 3.4147  0.47
H -0.8594 0.7641 -0.6637  0.47
O -0.9904 -1.4793 1.1517  -1.15
H -0.9636 -0.8257 0.0998  0.49
H -1.3059 -2.2418 0.6434  0.43
O 1.9626 -1.9316 -3.8368  -0.93
H 0.8007 -3.6333 1.0491  0.45
H 1.9997 -1.1480 -4.4060  0.44

Values from the calculation:
Orbital gap: 8.6704 eV
LUMO: 2.44 eV
Charge: -1

Run three
# H23O12

12 unconnected molecules or ions with the total composition H23O12 (wB97M-V/def2-TZVPD, OMol25).

Each line ends with the natural charge from an NBO analysis.
CARTESIAN COORDINATES (ANGSTROEM)
O 1.4054 0.2084 -0.4342  -1.16
H -1.9839 -1.5024 -0.7430  0.43
H 0.6650 0.6429 -3.1947  0.51
O 3.3766 -1.0493 -2.1262  -0.97
H 2.4153 -1.0167 -2.1483  0.50
H 3.7304 -0.4630 -2.7973  0.47
O 2.7684 2.0224 3.6598  -0.94
H 1.8838 2.0568 4.0477  0.47
O 0.8475 0.5482 -4.1354  -0.99
H -4.6123 -0.9533 0.2432  0.47
H 0.8474 -0.3744 -4.3880  0.46
O -1.6771 -1.2978 0.1532  -0.96
H 0.9413 2.8042 -0.4541  0.47
H -0.8010 -0.3298 -1.6642  0.41
O -1.6056 1.7309 0.5651  -0.98
H -4.5208 -0.4328 1.7878  0.48
H 2.8965 2.9473 3.4152  0.47
O -4.7118 -1.4090 -0.6321  -0.96
H -3.7972 -1.5568 -0.9009  0.46
H -1.7621 2.2021 -0.2546  0.48
O 1.5992 -1.0471 1.9510  -0.95
H 2.4639 -1.4366 1.7173  0.48
H 1.8280 -0.5491 2.7501  0.49
O 1.1859 2.9598 0.4718  -0.96
H 1.9471 2.3567 0.4415  0.49
H 0.4313 0.6674 -0.7753  0.50
O -4.4622 0.4254 1.3686  -0.98
H 1.5464 -0.4727 0.2279  0.47
H 2.0017 -3.1086 0.0595  0.46
O 1.7574 -3.6757 0.8062  -0.95
H -3.7154 0.6637 0.7867  0.53
H -0.6590 1.5969 0.6565  0.49
O -0.6885 0.6248 -1.6108  -1.18
H 1.1457 -3.0224 1.2070  0.49
H -1.1050 -0.5453 -0.1612  0.50

Values from the calculation:
Orbital gap: 8.1549 eV
LUMO: 2.64 eV
Charge: -1

Most stable structure, least stable structure: run one, run three.

Run one
# C2H3Cl2PS

A single C2H3Cl2PS molecule (wB97M-V/def2-TZVPD, OMol25).

Each line ends with the natural charge from an NBO analysis.
CARTESIAN COORDINATES (ANGSTROEM)
C -1.5593 0.2721 -0.1586  -0.28
C -0.5127 -0.4720 0.2747  -0.58
P 1.2015 0.1201 -0.0790  1.10
S 1.6706 2.1755 -0.3153  -0.48
Cl 2.2111 -0.3848 1.6440  -0.25
Cl 1.8740 -1.1774 -1.3920  -0.19
H -2.5020 -0.2089 0.0453  0.20
H -1.6011 1.0396 -0.8708  0.22
H -0.7821 -1.3642 0.8517  0.26

Values from the calculation:
Orbital gap: 9.0102 eV
LUMO: 0.04 eV
Structure (SMILES): C=CP(=S)(Cl)Cl
Charge: 0

Run two
# C2H3Cl2PS

2 unconnected molecules or ions with the total composition C2H3Cl2PS (wB97M-V/def2-TZVPD, OMol25).

Each line ends with the natural charge from an NBO analysis.
CARTESIAN COORDINATES (ANGSTROEM)
S 1.7006 -2.9247 0.1165  -0.28
P 0.7509 -1.0375 0.5528  0.72
Cl 1.2411 -0.2929 -1.2904  -0.29
Cl 2.0396 -0.1286 1.8059  -0.28
H 1.4373 -3.2162 1.4042  0.13
C -1.7434 1.7045 -1.2272  -0.24
C -1.9769 1.8358 -0.0627  -0.25
H -1.4135 1.8499 -2.2570  0.25
H -2.0357 2.2099 0.9578  0.24

Values from the calculation:
Orbital gap: 10.0105 eV
LUMO: 0.46 eV
Structure (SMILES): SP(Cl)Cl.C#C
Charge: 0

Most stable structure, least stable structure: run one, run two.